Molecular formula: C35H26F3N2O5PSr
Method: DFT, ωB97M-V/def2-TZVPD

- Highest occupied orbital energy (spin up / spin down): 1.22 / 1.19 eV
- Energy above the lowest of the compared OMol25 structures with the same formula, charge and spin: 3.929 eV
- LUMO level (spin up / spin down): 4.0 / 4.0 eV
- Strongest force on any atom: 2.64 eV/A
- Total charge: -2
- Gap between HOMO and LUMO (spin up / spin down): 2.80 / 2.83 eV

Each line ends with the Löwdin charge.
Cartesian coordinates (Å):
Sr -0.165087 1.434865 0.392176  1.57
C 0.078286 5.282719 -1.504153  -0.10
O 1.143727 5.064509 -2.413956  -0.12
C 1.308066 3.796924 -2.961722  -0.25
C 1.630468 3.795802 -4.325226  -0.08
C 1.890718 2.577167 -4.941111  -0.17
C 1.790209 1.397986 -4.223212  -0.11
C 1.444352 1.361336 -2.844807  -0.18
C 1.351704 0.058571 -2.244296  -0.16
N 0.842442 -0.341426 -1.033028  -0.19
N 0.901182 -1.648159 -0.894204  -0.01
C 0.244451 -2.296748 0.099951  -0.28
O -0.620037 -1.480843 0.987848  -0.09
C 0.038439 -3.670429 0.093289  -0.21
C 0.908170 -4.522275 -0.698094  -0.07
C 0.764229 -5.882208 -0.723569  -0.17
C -0.250257 -6.562694 -0.002831  -0.18
C -1.139230 -5.763619 0.715016  -0.16
C -1.028907 -4.382263 0.768697  -0.09
C 1.249589 2.637023 -2.189730  -0.31
O 1.049648 2.671133 -0.867796  -0.40
H -0.121666 6.358055 -1.514581  0.08
H 0.334246 4.965161 -0.499743  0.06
H -0.824237 4.747591 -1.813634  0.10
H 1.674480 4.740778 -4.852937  0.08
H 2.154414 2.545389 -5.993747  0.07
H 1.970134 0.447587 -4.717466  0.08
H 1.657609 -0.766883 -2.881536  0.08
H 1.690826 -4.043865 -1.272664  0.08
H 1.462203 -6.455832 -1.328631  0.08
H -0.344837 -7.640660 -0.028343  0.05
H -1.967034 -6.229003 1.246104  0.08
H -1.789191 -3.842462 1.313758  0.07
C -5.095290 -0.817247 -1.550162  -0.10
C -5.053482 0.493367 -1.090809  -0.09
C -4.292078 0.820286 0.024891  -0.10
C -3.580483 -0.170861 0.705238  -0.35
C -3.627376 -1.480059 0.235480  -0.06
C -4.379093 -1.802803 -0.887865  -0.07
P -2.456015 0.310395 2.072604  1.10
C -3.635831 1.065131 3.280358  -0.35
C -4.983262 0.748699 3.359703  -0.09
C -5.797626 1.345610 4.318700  -0.09
C -5.254730 2.267662 5.206127  -0.11
C -3.913881 2.592600 5.133812  -0.09
C -3.104053 1.991938 4.167807  -0.09
C -1.920236 -1.201817 2.904867  -0.30
C -2.268438 -1.558682 4.200335  -0.09
C -1.546250 -2.540298 4.880171  -0.11
C -0.456201 -3.119524 4.253354  -0.09
C -0.093078 -2.791200 2.953593  -0.02
C -0.848021 -1.839051 2.270724  -0.34
H -5.667091 -1.066388 -2.436254  0.09
H -5.593658 1.271524 -1.615622  0.10
H -4.233896 1.854743 0.351036  0.11
H -3.062756 -2.253833 0.734366  0.09
H -4.380742 -2.824395 -1.246423  0.10
H -5.404827 0.031961 2.663329  0.11
H -6.848954 1.090591 4.368714  0.09
H -5.887205 2.737975 5.950633  0.09
H -3.486837 3.323063 5.810065  0.10
H -2.054203 2.257224 4.098895  0.10
H -3.088589 -1.051386 4.693477  0.09
H -1.829061 -2.832383 5.883481  0.09
H 0.128595 -3.871542 4.772757  0.10
H 0.741032 -3.258309 2.452621  0.12
F -2.332411 5.598767 1.517032  0.15
C -1.344846 4.971633 2.158820  -0.55
F -1.691843 4.904638 3.465137  0.12
F -0.243685 5.732086 2.077614  0.15
C -1.068688 3.547750 1.601903  -0.65
O -0.164459 2.919505 2.213159  -0.15
O -1.753478 3.171285 0.620251  -0.14

Forces on the atoms, in the same order (eV/Å):
0.30 -2.60 -0.29
0.03 -0.12 -0.28
0.06 0.15 0.19
-0.02 0.28 -0.17
-0.04 -0.23 0.17
0.00 0.04 0.00
-0.06 0.00 0.21
-0.02 0.05 -0.06
-0.09 0.21 0.57
0.47 -0.56 -1.10
-0.23 0.07 0.35
-0.18 0.58 0.34
0.15 0.07 -0.39
-0.22 -0.64 -0.25
-0.20 0.18 0.16
-0.12 -0.22 0.09
0.15 0.33 -0.07
0.07 0.06 -0.06
0.30 0.00 -0.17
0.07 -0.55 0.56
0.77 1.01 -1.52
0.02 -0.03 -0.02
0.06 -0.07 0.13
-0.01 -0.03 0.00
-0.01 -0.01 0.01
0.00 0.00 -0.01
0.00 0.04 -0.02
-0.01 -0.03 -0.05
-0.03 0.00 0.02
-0.01 -0.02 0.00
0.01 -0.01 -0.01
0.01 0.02 0.00
-0.02 -0.01 0.01
0.00 -0.02 -0.01
0.08 0.03 0.11
-0.01 0.02 -0.08
0.10 -0.17 0.09
-0.14 -0.04 -0.07
0.05 0.05 0.08
-0.98 0.22 0.18
0.53 -0.20 -0.24
-0.46 -0.06 0.10
0.24 -0.07 -0.17
-0.28 -0.03 0.06
0.41 -0.09 -0.26
-0.11 0.28 0.33
-0.04 0.24 0.07
0.10 -0.20 0.23
-0.26 0.28 -0.15
0.33 -0.19 -0.14
-0.15 0.06 0.33
0.51 -0.24 -0.28
-0.01 0.02 0.01
0.00 0.01 0.00
0.03 -0.06 0.01
0.03 -0.03 0.00
0.00 0.01 -0.01
0.01 0.02 0.03
-0.01 0.00 0.00
0.00 -0.01 -0.01
-0.01 -0.01 0.00
-0.02 0.00 0.00
-0.01 0.01 -0.01
0.00 0.01 0.01
-0.03 0.02 0.01
-0.01 -0.02 0.02
-0.02 0.13 0.01
0.06 -0.36 0.00
0.00 0.11 -0.04
-0.05 0.14 0.05
-0.22 0.12 0.20
-0.66 1.08 0.34
-0.18 0.96 0.86